Version 1
# C5H13NSi

2 unconnected molecules or ions with the total composition C5H13NSi (ωB97M-V/def2-TZVPD, OMol25).

```
! wB97M-V def2-TZVPD RIJCOSX def2/J DEFGRID3
* xyz 0 1
H 1.1900 0.6310 2.3293
H 1.1382 2.0522 1.2933
C 2.7160 0.2767 -0.7757
C -0.3085 0.3642 -1.3577
H -4.1274 1.3081 -0.4908
C -4.2299 0.2839 -0.1108
N -3.3071 -0.5035 -0.0018
C 0.7140 1.0652 1.4539
H -1.0907 -0.3284 -1.6080
H 0.7855 -2.5388 -0.4354
H -0.3421 1.1843 1.6737
H -0.1012 -2.0622 0.9994
H 1.6480 -2.2042 1.0535
H 2.9365 -0.3665 -1.6226
H -5.2667 0.0399 0.1582
H 2.8096 1.3058 -1.1086
H 3.4766 0.1027 -0.0209
H -0.4168 1.3436 -1.7880
C 0.8112 -1.8900 0.4353
Si 0.9646 -0.0641 -0.0761
*
```

For the LUMO energy (alpha / beta), the calculation gives -0.1 / -0.4 eV. The gap between HOMO and LUMO (alpha / beta) comes out at 0.36128 / 0.29326 Eh. For the HOMO energy (alpha / beta), the calculation gives -9.88 / -8.41 eV.



Version 2
# C5H13NSi

A single C5H13NSi molecule (ωB97M-V/def2-TZVPD, OMol25).

```
! wB97M-V def2-TZVPD RIJCOSX def2/J DEFGRID3
* xyz 0 1
H 0.1600 0.5834 4.2472
H 0.1214 -0.1548 1.7553
Si -0.4544 -0.5259 -0.8088
C 0.6306 -2.0634 -0.3927
H -0.8594 2.0040 0.9057
H 0.2727 2.2873 3.6324
H 1.2849 -2.4264 -1.2942
H 1.1879 -1.7605 0.3604
C 0.1541 0.8476 2.1066
C -0.6060 -0.4326 -2.7098
H 1.3335 1.0968 -0.5781
H 0.7543 2.5117 0.6230
N 0.3508 0.9627 -0.4555
H -1.2550 -1.1459 -3.2661
H -0.0086 -2.9383 -0.1628
H -1.0800 0.3939 -3.1665
C 0.2321 1.2163 3.3893
C 0.1114 1.6172 0.8362
H 0.3115 -0.4911 -3.2273
H -1.5465 -0.4992 0.1488
*
```

Its SMILES is C=CCN[SiH](C)C. For the LUMO energy, the calculation gives 1.0 eV. The gap between HOMO and LUMO comes out at 0.37045 Eh. For the HOMO energy, the calculation gives -9.09 eV.



So which one is most stable? That would be version 2, about 37.9 kcal/mol below the next structure.



Version 1
# C3H5N2O2

2 unconnected molecules or ions with the total composition C3H5N2O2 (ωB97M-V/def2-TZVPD, OMol25).

```
! wB97M-V def2-TZVPD RIJCOSX def2/J DEFGRID3
* xyz -1 1
C -0.7851 -0.4589 1.2977
C -0.7888 -0.1708 -0.2690
C -0.4526 0.7641 0.5825
N 1.0099 -0.1645 -2.9647
H -1.7404 -0.7612 1.7127
O -1.0175 -0.8928 -2.8552
N -0.0127 -0.6630 -3.5638
H -1.0975 -0.4419 -1.2508
H 1.7737 -0.1619 -3.6985
O 0.0655 -1.0909 -4.7243
H -0.0351 -1.1893 1.7753
H -0.1860 1.7569 1.0059
*
```

For the LUMO energy, the calculation gives 4.1 eV. The gap between HOMO and LUMO comes out at 0.31231 Eh. For the HOMO energy, the calculation gives -4.39 eV.



Version 2
# C3H5N2O2

A gas-phase ion, C3H5N2O2 (charge -1) (ωB97M-V/def2-TZVPD, OMol25).

```
! wB97M-V def2-TZVPD RIJCOSX def2/J DEFGRID3
* xyz -1 1
H -1.5661 -0.6053 -2.0688
C -0.6190 0.1500 0.4698
C -0.9003 -1.3498 -1.4552
O 2.5664 1.7315 1.4774
H -0.5550 -2.2625 -2.0101
N 0.9147 0.3428 1.2952
H 0.3515 -1.7076 0.1305
C -0.4504 -1.1003 -0.2536
O 0.8910 2.3077 0.3181
H -0.6831 0.9817 -0.1962
H -1.4056 0.0405 1.2252
N 1.4558 1.4715 1.0677
*
```

Its SMILES is C=CCN=[N+]([O-])[O-]. For the LUMO energy, the calculation gives 4.0 eV. The gap between HOMO and LUMO comes out at 0.29317 Eh. For the HOMO energy, the calculation gives -3.98 eV.



So which one is most stable? That would be version 2, about 32.4 kcal/mol below the next structure.



Version 1
# C27H25BF3FeNO

A molecular structure, C27H25BF3FeNO (ωB97M-V/def2-TZVPD, OMol25).

```
! wB97M-V def2-TZVPD RIJCOSX def2/J DEFGRID3
* xyz 0 5
H 0.0470 -4.7953 2.1728
C -0.5947 4.0959 1.8889
H -0.7327 6.5222 -0.4937
H 0.5791 -4.4353 -2.3662
C -0.8527 5.6431 0.1416
C 1.8783 4.2363 -1.2515
C -1.7889 4.5582 -0.0762
C 0.3031 2.5243 -1.6251
H 1.2112 1.1460 -0.0080
H -1.5947 2.3923 -2.5936
H -3.3347 -3.4760 3.0463
H -2.9905 -0.7437 2.1482
C 0.2557 -0.4161 -2.1718
C 1.8407 -3.6425 2.1621
H -2.2310 2.7040 1.1497
C 2.4037 -2.3651 2.1478
C -2.7071 -3.5631 2.1637
H 0.7183 -3.8762 -4.0623
C 0.0790 -4.3770 -3.3334
H 3.0004 3.0872 0.3842
H 2.4662 5.1520 -1.3451
F 4.3287 -1.0308 1.5251
H -3.0256 0.3564 -2.5804
H -3.1044 -2.0483 -3.0768
C -0.8020 1.8123 -2.1495
H -2.2293 -4.5383 2.1693
B 4.0034 -2.2188 2.1712
C 1.6406 -1.2386 2.1382
C -1.6302 3.6031 1.0014
C -1.9921 -1.1500 2.1436
C -1.0091 -2.3653 -2.8320
H 0.3064 4.4974 -2.8170
C -0.9008 0.3956 -2.2338
F 4.3996 -2.1909 3.5040
C -0.1127 5.3585 1.3573
H -0.7229 0.6256 2.1248
C 0.4837 -3.8126 2.1626
H 2.5027 -4.4926 2.1698
C -2.1266 -0.2367 -2.5476
H 1.1055 -2.3274 -2.4513
O -1.1395 -3.6833 -3.2000
N -1.7105 -2.5008 2.1550
H -0.2566 3.6169 2.8094
C -0.3288 -2.6712 2.1505
H 0.6725 5.9808 1.7894
H 2.0996 -0.2663 2.1337
H 1.2067 0.0415 -1.9610
H -2.5199 4.4961 -0.8840
C 1.2465 2.0928 -0.5493
F 4.5424 -3.3182 1.5122
C 0.2432 -1.3836 2.1371
C -2.1749 -1.5702 -2.8256
C -0.8230 -0.4468 2.1322
C 0.2047 -1.7438 -2.4715
C 2.1761 3.1225 -0.3320
H -0.1327 -5.3863 -3.6889
Fe 0.2090 3.8428 -0.0230
H -3.3357 -3.4873 1.2810
C 0.7506 3.8948 -2.0224
*
```

For the LUMO energy (alpha / beta), the calculation gives -2.5 / -2.4 eV. The expectation value of S² is 6.139. The gap between HOMO and LUMO (alpha / beta) comes out at 0.15623 / 0.16080 Eh. For the HOMO energy (alpha / beta), the calculation gives -6.78 / -6.77 eV.



Version 2
# C27H25BF3FeNO

A molecular structure, C27H25BF3FeNO (ωB97M-V/def2-TZVPD, OMol25).

```
! wB97M-V def2-TZVPD RIJCOSX def2/J DEFGRID3
* xyz 0 5
H -2.9494 3.4754 -0.5849
C -0.9302 4.2034 -0.9646
C -3.2783 0.1559 -2.6952
C -2.1030 -0.6478 -2.6347
C -1.9856 3.0698 -0.8469
H -3.6484 -1.9078 1.4652
H 0.9664 -2.0307 2.0845
C -1.7355 -0.0546 1.4591
C -1.5078 5.9102 2.0112
C -1.0510 -2.7411 -3.1211
F 3.0551 0.1364 2.9909
C 0.2136 4.3185 -0.0711
C -3.3457 1.4014 0.8259
C -1.8528 7.5979 0.4153
O -2.2418 -1.9860 -2.8487
H -1.6263 5.5640 -2.6759
H -4.1323 2.0427 -2.2448
C 0.3781 -1.1538 1.8192
Fe -1.0002 5.8573 0.0893
H -1.1847 5.3843 2.9096
H -4.6424 -0.7231 2.3142
H -0.4497 -2.8508 -2.2015
C -2.6301 5.5189 1.1779
H 1.8481 5.8211 0.1290
H 0.0795 -0.6378 -2.4055
F 3.0220 1.4160 1.0677
H -0.4330 -2.2430 -3.8974
C 0.2666 1.2561 1.4995
C 0.2282 6.2261 -1.4464
C -3.1951 1.4897 -2.3894
C -1.0312 -1.2402 1.6971
H -4.3238 1.6917 0.4964
H -1.4005 -3.6960 -3.4744
B 2.6901 0.1942 1.6584
H -3.6432 6.5728 -0.5549
C -0.7726 1.3142 -2.1381
H 0.1623 1.7374 -1.7871
C -0.9270 5.4026 -1.8417
C -0.8279 -0.0380 -2.3829
C -4.1119 -0.9164 1.3819
H -4.8455 -0.9344 0.5633
H 0.6109 7.1150 -1.9524
H 0.7511 2.2225 1.4350
H -0.2747 7.8080 2.0347
C 1.0026 0.0730 1.6489
H -1.5373 -2.1856 1.8879
N -3.0932 0.1135 1.1721
C -2.1217 2.1688 0.7912
C -1.1145 1.2078 1.2996
F 3.0854 -0.9069 0.9152
C -1.9779 2.0303 -1.8984
C -1.0397 7.2022 1.5500
H -4.2110 -0.3435 -2.9748
H -1.8017 8.5466 -0.1174
H -2.0141 3.2361 1.1786
C -2.8322 6.5479 0.1729
C 0.9124 5.5557 -0.3490
H 0.5274 3.5403 0.6090
H -3.3123 4.6991 1.3880
*
```

For the LUMO energy (alpha / beta), the calculation gives -0.2 / -3.9 eV. The expectation value of S² is 6.051. The gap between HOMO and LUMO (alpha / beta) comes out at 0.20886 / 0.15048 Eh. For the HOMO energy (alpha / beta), the calculation gives -5.91 / -7.98 eV.



So which one is most stable? That would be version 1, about 98.2 kcal/mol below the next structure.